The following is a quantum chemistry calculation of a 8-piece molecular cluster, C72H152N8O8 overall at a distorted geometry, from the Open Molecules 2025 dataset.

The geometry in ORCA input format:
```
! RIJCOSX wB97M-V def2-TZVPD def2/J DEFGRID3
* xyz 0 1
C -5.4471 -0.9515 2.4918
C -6.7290 -0.1067 2.6234
C -6.3876 1.0932 3.5460
C -5.5225 2.2313 2.9222
C -6.2509 2.6395 1.5757
C -6.6267 1.5105 0.6397
N -7.2781 0.3179 1.3444
O -7.9288 -0.5843 0.5883
C -7.7010 1.9850 -0.3134
C -5.3357 1.1868 -0.1356
C -7.8596 -0.8468 3.4357
H -5.4294 -1.3861 3.4913
H -4.5721 -0.3544 2.2352
H -5.5983 -1.8123 1.8405
H -7.3398 1.4853 3.9032
H -5.8870 0.6416 4.4025
H -4.5363 1.8135 2.7198
H -5.4874 3.1244 3.5461
H -5.4774 3.2570 1.1191
H -7.1085 3.2262 1.9051
H -7.9063 3.0417 -0.1420
H -7.3605 1.8487 -1.3398
H -8.6576 1.4803 -0.1784
H -4.4531 0.9604 0.4626
H -5.5033 0.2201 -0.6104
H -5.1647 1.8687 -0.9686
H -7.9282 -1.7600 2.8447
H -8.8035 -0.3771 3.7124
H -7.5144 -1.4165 4.2985
H -8.7993 -0.5504 0.9918
C 5.0894 1.9448 -0.9735
C 6.1268 2.7081 -0.1561
C 6.7165 3.8689 -1.1101
C 5.7633 5.0052 -1.2668
C 5.4608 5.5165 0.1929
C 4.7452 4.5837 1.1523
N 5.4708 3.2257 1.0845
O 4.8846 2.3210 1.8585
C 4.8815 5.0868 2.6090
C 3.2508 4.5286 0.8043
C 7.3346 1.8086 0.2805
H 5.4985 1.5175 -1.8890
H 4.1931 2.4990 -1.2520
H 4.8783 1.0072 -0.4591
H 7.6522 4.3357 -0.8024
H 6.9401 3.4811 -2.1039
H 4.7800 4.7423 -1.6568
H 6.2136 5.8806 -1.7346
H 4.8101 6.3786 0.0469
H 6.4165 5.8721 0.5782
H 4.4674 4.2599 3.1860
H 5.9531 5.2064 2.7682
H 4.3384 6.0293 2.6790
H 3.0407 4.1188 -0.1836
H 2.6068 3.7937 1.2872
H 2.9624 5.5790 0.8423
H 6.8097 0.9007 0.5779
H 7.8672 2.1538 1.1667
H 7.8505 1.5060 -0.6307
H 5.4299 2.2002 2.6392
C 4.4297 -7.5730 1.4370
C 5.8024 -7.2077 0.8622
C 5.5507 -6.8647 -0.6579
C 5.1700 -5.4600 -0.9493
C 5.9914 -4.3798 -0.1529
C 6.0474 -4.6210 1.4323
N 6.5073 -6.0554 1.5735
O 6.7126 -6.2781 2.9564
C 7.1090 -3.6672 2.0665
C 4.6626 -4.3530 2.1018
C 6.8655 -8.2995 0.8972
H 3.7599 -6.7394 1.2260
H 4.3780 -7.6702 2.5214
H 3.9291 -8.3556 0.8669
H 6.3829 -7.3248 -1.1907
H 4.6567 -7.4009 -0.9761
H 4.1237 -5.2460 -0.7309
H 5.3946 -5.2240 -1.9894
H 5.5861 -3.3712 -0.2345
H 7.0194 -4.3592 -0.5148
H 8.1068 -4.0752 1.9049
H 7.1812 -2.7187 1.5343
H 6.9855 -3.5801 3.1460
H 3.9382 -4.6509 1.3438
H 4.5125 -4.9493 3.0018
H 4.4696 -3.3299 2.4245
H 7.8015 -7.9405 0.4694
H 6.7015 -9.1226 0.2018
H 6.9834 -8.7336 1.8901
H 7.6566 -6.1494 2.8384
C 2.0366 0.0380 2.3790
C 1.0002 -0.8297 1.7146
C -0.3318 -0.5926 2.3781
C -1.0826 0.7914 1.9841
C -1.1657 0.7360 0.3937
C 0.2451 0.5683 -0.2666
N 0.9447 -0.6078 0.2961
O 2.2170 -0.8702 -0.3759
C 0.0445 0.4059 -1.8136
C 0.9619 1.9569 -0.0911
C 1.1801 -2.3829 1.9229
H 2.8917 0.1967 1.7219
H 2.3238 -0.1615 3.4114
H 1.6104 1.0254 2.5565
H -1.1044 -1.3006 2.0783
H -0.1933 -0.7704 3.4445
H -0.5433 1.5369 2.5684
H -2.0576 0.7988 2.4713
H -1.6373 1.6522 0.0382
H -1.8101 -0.1133 0.1665
H -0.2841 1.2782 -2.3787
H 0.9593 0.0539 -2.2904
H -0.7664 -0.3224 -1.7991
H 2.0474 1.9345 0.0055
H 0.5176 2.6803 -0.7747
H 0.6901 2.3191 0.9004
H 0.4482 -2.9395 1.3375
H 1.1714 -2.5398 3.0015
H 2.0992 -2.7198 1.4435
H 2.7138 -0.1345 -0.0105
C -1.0010 5.3638 -1.4072
C -2.5483 5.3044 -1.6125
C -3.1414 6.7365 -1.5028
C -4.4851 6.9520 -2.0881
C -4.5977 6.4336 -3.5750
C -4.1282 4.9279 -3.6862
N -2.8384 4.7805 -2.9977
O -2.3189 3.5655 -3.0490
C -5.3199 4.0467 -3.2001
C -3.9402 4.7769 -5.2001
C -3.0485 4.5197 -0.4086
H -0.4188 4.4428 -1.4368
H -0.7020 5.9960 -0.5711
H -0.5965 6.0043 -2.1910
H -3.1496 7.0004 -0.4452
H -2.3773 7.2876 -2.0510
H -4.8672 7.9727 -2.0942
H -5.1931 6.3781 -1.4902
H -4.2733 7.1434 -4.3360
H -5.6838 6.4649 -3.6618
H -5.5426 4.3551 -2.1786
H -6.2528 4.1880 -3.7458
H -5.0090 3.0095 -3.3253
H -4.6620 5.2385 -5.8738
H -2.9914 5.2388 -5.4732
H -3.8979 3.7838 -5.6472
H -2.9960 5.0717 0.5299
H -2.5985 3.5558 -0.1710
H -4.1087 4.3360 -0.5827
H -1.8265 3.6333 -3.8703
C -1.9611 -3.7355 6.7859
C -3.1275 -3.4279 5.8030
C -2.4653 -3.8313 4.4482
C -3.4238 -4.0665 3.3735
C -4.3451 -5.1826 3.8203
C -5.2553 -4.8381 4.9823
N -4.3723 -4.2616 6.0254
O -4.9911 -4.0912 7.2765
C -6.3167 -3.8080 4.5698
C -5.7754 -6.1995 5.3799
C -3.4072 -1.9772 5.7668
H -0.9674 -3.6399 6.3484
H -1.8753 -4.8023 6.9926
H -2.0966 -3.1814 7.7148
H -1.7548 -3.0440 4.1964
H -1.8508 -4.7298 4.5028
H -2.9564 -4.1361 2.3912
H -3.9900 -3.1372 3.3101
H -3.7506 -6.0863 3.9549
H -5.0104 -5.4490 2.9990
H -6.5278 -3.5973 3.5214
H -7.3193 -4.0115 4.9460
H -6.2076 -2.8052 4.9829
H -5.0231 -6.9717 5.5405
H -6.3693 -6.1313 6.2914
H -6.4546 -6.4665 4.5703
H -3.4904 -1.6234 6.7944
H -4.3550 -1.5653 5.4203
H -2.5468 -1.4807 5.3180
H -4.3699 -4.4725 7.9011
C 0.3056 6.5339 -6.8677
C 1.8416 6.6297 -6.7936
C 2.2244 7.9004 -5.9736
C 1.9149 7.7261 -4.5099
C 2.7861 6.5165 -4.0264
C 2.6313 5.1660 -4.7874
N 2.5624 5.4984 -6.2315
O 2.6647 4.3649 -7.1255
C 3.9513 4.3287 -4.5422
C 1.4124 4.4707 -4.1685
C 2.3578 6.9682 -8.2195
H -0.2005 5.8249 -6.2125
H 0.0534 6.2676 -7.8941
H -0.2702 7.4575 -6.8080
H 3.2729 8.1475 -6.1403
H 1.5334 8.6840 -6.2845
H 0.8701 7.6015 -4.2254
H 2.1252 8.5668 -3.8488
H 2.6165 6.4246 -2.9536
H 3.8412 6.7751 -3.9363
H 4.0838 4.1883 -3.4694
H 4.0238 3.3979 -5.1048
H 4.8747 4.8001 -4.8785
H 0.5388 5.1142 -4.0645
H 1.2726 3.5578 -4.7474
H 1.5432 4.2118 -3.1178
H 2.1201 6.1304 -8.8750
H 3.4289 7.1117 -8.3619
H 2.0728 7.8666 -8.7671
H 3.4241 4.6967 -7.6100
C -1.8718 -7.1683 0.3662
C -0.4628 -6.6733 0.1115
C 0.3285 -7.8368 -0.6153
C 1.5368 -7.4942 -1.4470
C 1.3046 -6.3162 -2.3052
C 0.5553 -5.1174 -1.7433
N -0.4386 -5.5465 -0.7951
O -1.2198 -4.5325 -0.2627
C 1.4134 -4.0685 -1.0783
C -0.0864 -4.4350 -3.0443
C 0.2023 -6.2828 1.4204
H -2.6192 -6.7962 1.0670
H -1.8622 -8.1474 0.8452
H -2.2277 -7.2414 -0.6615
H 0.7305 -8.4824 0.1656
H -0.3916 -8.3431 -1.2580
H 1.7275 -8.3922 -2.0346
H 2.3556 -7.3051 -0.7528
H 0.8717 -6.8800 -3.1316
H 2.2926 -6.0132 -2.6518
H 0.8735 -3.1216 -1.0737
H 1.6190 -4.4417 -0.0750
H 2.3974 -3.8887 -1.5113
H 0.6505 -4.2076 -3.8146
H -0.7882 -5.1507 -3.4724
H -0.5755 -3.5030 -2.7609
H -0.1068 -5.3117 1.8072
H 1.2803 -6.2845 1.2597
H -0.0379 -7.0009 2.2045
H -1.8373 -4.5351 -0.9977
*
```

Properties
Structure (SMILES) ... CC1(C)CCCC(C)(C)N1O.CC1(C)CCCC(C)(C)N1O.CC1(C)CCCC(C)(C)N1O.CC1(C)CCCC(C)(C)N1O.CC1(C)CCCC(C)(C)N1O.CC1(C)CCCC(C)(C)N1O.CC1(C)CCCC(C)(C)N1O.CC1(C)CCCC(C)(C)N1O
Highest occupied orbital energy ... -7.6442 eV
Maximum force ... 5.5 eV Å⁻¹
Energy above the lowest of the compared OMol25 structures with the same formula, charge and spin ... 239.2 kcal per mole
E ... -105411.953 eV